Entry 1:
{
  "formula": "C4H5NO3",
  "method": "ωB97M-V/def2-TZVPD",
  "species": ["C", "O", "N", "H", "H", "H", "O", "C", "O", "C", "C", "H", "H"],
  "positions_angstrom": [[2.901, 0.521, -0.069], [-3.050, 1.252, -0.080], [-2.860, 0.028, 0.026], [0.874, -1.363, -0.337], [3.214, -0.306, -0.597], [0.998, 1.503, 0.638], [-0.580, -0.025, 0.115], [-1.662, -0.647, -0.012], [-3.842, -0.729, -0.009], [1.594, 0.649, 0.203], [0.657, -0.318, -0.133], [3.628, 1.191, 0.513], [-1.870, -1.755, -0.257]],
  "atomic_forces_ev_per_a": [[0.7, 2.9, 2.9], [1.8, -0.6, 0.6], [-2.7, 1.4, -1.1], [0.1, 0.1, -0.3], [1.0, -1.6, -1.0], [1.6, -0.5, -0.1], [0.2, 2.3, 0.2], [-2.1, -3.6, -0.6], [0.2, -0.7, 0.4], [-1.6, 1.2, 0.1], [0.8, -1.7, -0.1], [-1.0, -1.0, -1.6], [1.1, 1.9, 0.5]],
  "lowdin_charge": [0.032, 0.040, -0.396, 0.146, 0.033, 0.148, 0.072, -0.100, 0.014, -0.159, -0.118, 0.098, 0.191],
  "homo_lumo_gap_ev": [7.08, 7.74],
  "lumo_energy_ha": [-0.0499, -0.0374],
  "de_lowest_kj_mol": 740.3,
  "total_energy_ha": -435.6385
}

=====

Entry 2:
{
  "formula": "C12H17BN6OV",
  "method": "ωB97M-V/def2-TZVPD",
  "species": ["H", "H", "C", "V", "H", "H", "N", "H", "C", "N", "H", "H", "H", "H", "O", "B", "N", "C", "C", "N", "H", "C", "C", "C", "N", "C", "C", "C", "H", "H", "C", "N", "H", "H", "C", "H", "H", "H"],
  "positions_angstrom": [[-0.867, 2.024, 0.939], [-4.878, 1.077, 0.280], [-1.407, -4.082, -1.115], [-0.211, -0.190, -0.919], [-0.116, 3.262, -0.065], [-1.337, 1.368, -2.757], [-1.257, -2.937, -0.469], [0.480, 2.925, 1.628], [0.087, 2.482, 0.690], [0.320, -1.177, 1.198], [-0.618, -4.850, -3.010], [0.385, 1.459, -2.634], [-2.486, 1.740, -0.953], [-2.043, -4.825, -0.637], [2.251, 1.610, 0.025], [-1.855, -2.485, 0.851], [-2.521, -1.128, 0.554], [1.041, 1.463, 0.076], [-0.250, -2.444, 2.911], [-1.847, -0.117, -0.155], [-0.435, -0.028, -3.360], [-0.673, -4.062, -2.288], [0.946, -1.792, 3.235], [-3.773, -0.762, 0.756], [-0.477, -2.075, -1.228], [-3.968, 0.500, 0.254], [-0.416, 0.725, -2.589], [-2.766, 0.900, -0.331], [2.073, -0.287, 1.959], [-4.413, -1.445, 1.323], [-0.063, -2.790, -2.332], [-0.629, -2.010, 1.699], [0.941, -1.264, 0.175], [0.519, -2.281, -3.064], [1.251, -0.972, 2.162], [1.502, -1.944, 4.148], [-2.586, -3.244, 1.452], [-0.901, -3.154, 3.402]],
  "atomic_forces_ev_per_a": [[0.0, -0.1, 0.0], [0.0, -0.1, 0.0], [-0.1, -0.8, 0.1], [5.6, 1.5, 2.4], [0.2, -0.1, 0.3], [0.8, -0.8, 0.2], [0.6, 0.8, -1.3], [0.0, 0.2, -0.5], [0.5, 0.7, 0.8], [0.7, 0.8, 0.0], [0.1, -0.1, -0.1], [0.5, -0.2, -0.6], [-0.1, 0.0, 0.4], [0.3, -0.1, -0.4], [0.3, 0.6, 0.7], [0.6, 1.7, -0.1], [0.6, 1.0, -1.3], [-1.3, -1.3, -1.5], [0.1, 0.9, -0.8], [-5.9, 0.2, 2.3], [0.3, -0.1, -0.9], [0.3, 0.4, -0.1], [0.0, -0.2, 0.7], [-0.6, -0.4, 0.9], [-0.4, -4.0, -1.7], [-0.6, 1.0, -0.5], [-1.7, 2.2, -1.7], [0.7, -2.1, 0.5], [-0.2, -0.3, 0.1], [0.1, 0.5, -0.4], [-2.0, -0.1, 2.2], [0.9, -1.7, 0.1], [-1.2, 0.0, 0.7], [0.3, 0.0, -0.4], [0.0, -0.5, 0.3], [0.0, 0.2, -0.1], [0.4, 0.1, -0.4], [0.3, 0.2, 0.3]],
  "lowdin_charge": [0.023, 0.098, -0.079, 0.627, 0.080, 0.021, -0.004, 0.072, -0.110, -0.030, 0.091, -0.006, 0.108, 0.130, -0.085, -0.473, 0.006, -0.472, -0.023, -0.095, -0.024, -0.044, -0.029, -0.087, -0.100, -0.055, -0.257, -0.081, 0.131, 0.133, -0.065, 0.013, 0.175, 0.105, -0.054, 0.102, 0.130, 0.129],
  "multiplicity": 4,
  "homo_lumo_gap_ev": [5.85, 5.81],
  "lumo_energy_ha": [0.0106, -0.0107],
  "de_lowest_kj_mol": 449.6,
  "total_energy_ha": -1839.9483
}

=====

Entry 3:
{
  "formula": "C17H26N6",
  "method": "ωB97M-V/def2-TZVPD",
  "species": ["C", "H", "H", "H", "C", "H", "H", "C", "N", "H", "C", "H", "H", "C", "C", "H", "C", "H", "C", "H", "N", "H", "C", "H", "C", "N", "H", "H", "H", "H", "H", "H", "C", "C", "H", "C", "H", "C", "C", "N", "N", "H", "N", "C", "H", "H", "H", "C", "H"],
  "positions_angstrom": [[4.557, -1.585, 0.340], [-1.447, 1.115, 1.909], [3.067, 0.561, 1.241], [4.100, -2.019, -1.731], [2.644, -0.435, 1.465], [-1.986, 1.976, -0.323], [-4.861, 0.124, 1.084], [0.769, 3.425, 0.706], [0.616, 2.145, 0.997], [0.930, 3.308, -2.656], [0.582, 1.264, 0.005], [5.335, -2.343, 0.444], [3.148, -2.941, -0.557], [-4.171, -0.554, 0.578], [2.459, -0.939, -0.859], [-3.886, -1.787, 2.345], [-2.253, 0.385, 1.915], [0.627, 0.899, -2.114], [-4.158, -1.898, 1.298], [0.786, 4.095, 1.556], [-1.915, -0.701, -0.295], [-3.460, -2.582, 0.823], [0.847, 2.983, -1.629], [-3.348, 1.309, -1.231], [3.779, -1.439, 1.643], [1.756, -0.890, 0.410], [-3.626, 2.126, 0.312], [-4.531, -0.707, -0.440], [4.435, -1.107, 2.450], [5.041, -0.635, 0.095], [2.077, -0.354, 2.395], [3.352, -2.404, 1.918], [0.479, -0.194, 0.426], [-0.565, -0.867, -0.399], [2.887, 0.046, -1.125], [0.685, 1.640, -1.332], [-3.056, 0.781, 2.532], [-2.948, 1.476, -0.233], [-2.797, 0.141, 0.508], [-1.526, -2.011, -1.904], [-0.344, -1.685, -1.404], [1.751, -1.246, -1.628], [-2.457, -1.440, -1.272], [0.895, 3.900, -0.590], [0.160, -0.208, 1.472], [1.020, 4.954, -0.781], [-1.902, -0.540, 2.367], [3.585, -1.965, -0.771], [-5.148, -2.344, 1.251]],
  "atomic_forces_ev_per_a": [[-0.1, -0.3, 0.1], [0.1, 0.0, 0.1], [0.0, 0.0, 0.0], [0.0, 0.0, 0.0], [0.1, -0.2, 0.3], [0.1, 0.1, 0.0], [0.1, 0.1, 0.0], [0.0, 0.4, -0.1], [0.0, -0.3, 0.3], [0.0, 0.0, -0.1], [0.0, 0.0, -0.1], [0.1, 0.0, 0.0], [0.0, -0.1, -0.1], [0.1, -0.2, 0.0], [0.1, -0.3, -0.4], [0.0, 0.0, 0.1], [0.1, -0.1, -0.2], [0.0, -0.1, -0.1], [0.0, 0.2, -0.1], [0.0, 0.1, 0.0], [1.3, -0.6, -0.3], [0.0, -0.1, 0.0], [0.0, 0.0, 0.1], [0.0, 0.0, -0.1], [0.1, 0.3, -0.1], [-0.2, -0.1, 0.0], [-0.1, 0.1, 0.1], [-0.1, 0.1, 0.1], [0.0, 0.0, 0.1], [0.1, 0.0, 0.0], [0.0, 0.1, 0.0], [0.0, 0.0, 0.1], [0.1, 0.2, 0.1], [-0.7, -0.2, 0.0], [0.0, 0.0, 0.0], [0.0, 0.1, 0.1], [-0.1, 0.0, 0.0], [0.0, -0.1, 0.1], [-0.8, 0.7, 0.2], [-0.2, -0.5, -0.7], [0.8, 0.2, 0.4], [0.2, 0.1, 0.0], [-1.0, 0.2, 0.1], [0.0, -0.1, 0.0], [0.0, 0.1, -0.2], [0.0, 0.1, 0.0], [0.0, -0.1, 0.1], [0.1, 0.3, 0.0], [-0.1, -0.1, 0.0]],
  "lowdin_charge": [-0.211, 0.063, 0.126, 0.110, -0.195, 0.067, 0.118, -0.134, 0.116, 0.109, -0.257, 0.106, 0.118, -0.212, -0.206, 0.066, -0.021, 0.117, -0.090, 0.107, 0.010, 0.068, -0.052, 0.091, -0.184, -0.100, 0.091, 0.101, 0.109, 0.111, 0.123, 0.115, -0.201, -0.219, 0.123, -0.019, 0.097, -0.009, -0.497, -0.021, 0.074, 0.091, 0.046, -0.060, 0.127, 0.101, 0.089, -0.177, 0.074],
  "homo_lumo_gap_ev": 9.33,
  "lumo_energy_ha": 0.0262,
  "smiles": "CCC(C)(C)n1nnnc1[C@H](c1ccccn1)N1CCCCC1",
  "de_lowest_kj_mol": 65.4,
  "total_energy_ha": -991.9008
}

=====

Entry 4:
{
  "formula": "C18H29NO2",
  "method": "ωB97M-V/def2-TZVPD",
  "species": ["C", "C", "C", "H", "H", "C", "C", "H", "H", "H", "O", "H", "H", "H", "H", "H", "H", "H", "H", "C", "C", "H", "O", "C", "H", "N", "H", "H", "C", "H", "H", "H", "H", "C", "C", "C", "C", "C", "C", "H", "H", "H", "C", "H", "H", "H", "H", "C", "H", "C"],
  "positions_angstrom": [[-5.648, -1.436, 1.017], [-1.887, 1.898, 0.417], [3.709, -1.504, -0.289], [-0.605, -1.821, 0.299], [0.638, 3.861, 1.018], [0.848, 2.721, -0.802], [2.848, 1.404, -0.873], [5.442, 0.970, 0.252], [-6.010, -2.104, -1.640], [-5.166, 1.242, 0.013], [-1.124, 3.018, 0.599], [0.544, 3.586, -1.403], [3.875, 1.587, -1.201], [2.821, -2.088, -0.038], [-4.099, -2.344, -0.132], [-4.620, -1.227, -2.288], [4.958, -2.799, 0.887], [2.346, 0.779, -1.625], [6.325, -0.816, -0.971], [-2.277, -0.486, 0.206], [-1.684, -1.867, 0.174], [-5.135, -1.528, 1.972], [2.255, 2.684, -0.839], [5.237, -0.001, 0.719], [0.420, 1.820, -1.261], [3.831, -0.385, 0.626], [0.609, 2.109, 1.287], [5.233, -2.969, -0.858], [0.280, 2.910, 0.617], [-6.251, -0.532, 1.040], [3.087, 1.421, 1.268], [-2.091, -2.482, 0.975], [-1.895, -2.359, -0.775], [-3.648, -0.265, 0.068], [-4.635, -1.393, -0.130], [5.009, -2.264, -0.060], [2.871, 0.679, 0.494], [-5.347, -1.258, -1.478], [-3.257, 2.115, 0.285], [-6.314, -2.288, 0.898], [-0.364, 0.386, 0.485], [-5.938, -0.347, -1.517], [-1.417, 0.594, 0.377], [3.638, -1.195, -1.345], [-3.627, 3.127, 0.321], [1.886, 0.246, 0.697], [5.499, 0.077, 1.780], [-4.110, 1.047, 0.114], [6.917, -1.403, 0.587], [6.024, -1.124, 0.032]],
  "atomic_forces_ev_per_a": [[0.2, -0.2, -0.1], [-0.2, 0.0, 0.0], [-0.1, -0.2, 0.0], [0.1, 0.0, 0.0], [0.0, -0.2, 0.0], [-0.3, 0.1, 0.0], [0.2, -0.3, 0.2], [0.0, 0.0, 0.0], [-0.1, -0.1, -0.1], [-0.1, 0.0, 0.0], [-0.3, 0.0, -0.1], [-0.1, -0.1, 0.1], [-0.1, -0.1, 0.0], [0.0, 0.0, -0.1], [0.0, 0.1, 0.0], [0.0, 0.0, -0.1], [0.0, -0.1, 0.0], [0.1, 0.1, 0.0], [0.0, 0.0, 0.0], [-0.2, 0.1, 0.0], [-0.1, 0.0, 0.0], [0.0, 0.0, 0.1], [0.0, 0.1, 0.3], [0.2, 0.2, 0.3], [0.0, 0.1, 0.0], [0.1, -0.1, -0.2], [0.0, 0.1, 0.0], [0.0, -0.1, 0.0], [0.5, -0.1, -0.2], [-0.1, 0.1, 0.0], [-0.1, 0.0, 0.0], [0.0, -0.1, 0.0], [0.0, -0.1, 0.0], [0.1, -0.2, 0.0], [-0.2, 0.1, 0.0], [-0.1, 0.1, -0.1], [-0.1, 0.2, -0.1], [0.2, -0.2, 0.1], [0.2, 0.1, 0.0], [-0.1, -0.1, 0.0], [0.1, 0.0, 0.0], [-0.1, 0.1, 0.0], [0.3, 0.3, 0.1], [0.0, -0.1, 0.0], [-0.1, 0.1, 0.0], [-0.1, 0.1, 0.1], [0.1, 0.1, -0.1], [0.1, 0.0, 0.0], [0.1, 0.0, 0.0], [-0.1, 0.0, 0.1]],
  "lowdin_charge": [-0.063, -0.258, -0.203, 0.068, 0.135, -0.182, -0.195, 0.108, 0.076, 0.111, -0.039, 0.134, 0.122, 0.118, 0.116, 0.082, 0.112, 0.120, 0.107, -0.206, -0.038, 0.082, -0.132, -0.184, 0.122, -0.180, 0.112, 0.107, -0.165, 0.073, 0.131, 0.086, 0.086, -0.183, -0.387, -0.174, -0.170, -0.062, 0.003, 0.076, 0.089, 0.073, 0.018, 0.115, 0.117, 0.104, 0.115, -0.030, 0.104, -0.167],
  "homo_lumo_gap_ev": 8.95,
  "lumo_energy_ha": 0.0305,
  "smiles": "Cc1cc(OCCOCCN2CCCC2)ccc1C(C)C",
  "de_lowest_kj_mol": 118.8,
  "total_energy_ha": -908.4764
}